A 10-piece molecular cluster, C30H84O34P4S6 overall in a non-equilibrium geometry. Source: the OMol25 dataset; level of theory: ωB97M-V/def2-TZVPD.

Positions of all 158 atoms, in Å:
S  -0.37165  8.59630  14.37488
S  2.32996  3.59498  16.52121
S  0.53593  16.58856  18.37708
S  -0.02568  5.54844  27.07656
S  1.01469  3.27326  20.98539
S  -4.20432  10.38641  18.14261
P  0.60734  8.43195  21.08800
P  -4.50681  8.93497  25.18786
P  3.87290  11.87765  16.78142
P  4.53232  4.85241  24.98244
O  -4.15441  7.60958  24.53736
O  5.29794  12.25451  17.15409
O  2.05666  3.92986  20.21716
O  0.85486  9.41228  19.81716
O  -5.43719  9.14679  18.04135
O  -2.97722  9.77576  18.68024
O  0.27053  16.85080  19.76894
O  -0.79657  10.19908  14.47281
O  3.60169  3.95481  15.48558
O  -0.18221  7.05958  27.70615
O  -0.85094  8.80201  21.69132
O  1.90410  16.35403  17.92717
O  -0.30173  15.22800  18.05192
O  -5.30747  9.89174  24.10112
O  -4.06619  11.07389  16.81331
O  -0.06286  5.63837  25.64255
O  -0.05103  8.33999  12.93042
O  1.07234  3.46269  15.77929
O  3.60787  10.22907  16.59030
O  3.69531  3.79744  25.95590
O  2.85434  12.32239  17.93300
O  -3.28205  9.89077  25.70442
O  1.13149  1.89280  21.54251
O  4.12309  6.29307  24.91151
O  -1.00416  4.74722  27.77827
O  -0.32690  3.23038  19.97283
O  3.37870  12.56086  15.36222
O  2.74643  2.61665  17.54465
O  4.62803  4.04924  23.58788
O  6.10171  4.74702  25.52767
O  1.65027  9.06948  22.14530
O  0.55447  8.21547  15.41983
O  -5.63331  8.87436  26.39387
O  0.90614  6.99651  20.87087
C  2.56553  11.85442  14.48824
C  0.77928  8.09834  27.38004
C  1.11836  8.27843  25.86038
C  -1.71952  10.76115  13.49546
C  2.73757  8.23809  22.65397
C  4.39347  9.25362  17.13805
C  -1.35275  12.27816  13.58504
C  0.39790  4.40942  22.33741
C  -2.50527  9.40938  26.83183
C  3.32058  4.64629  14.27380
C  -0.25648  13.01446  17.24165
C  -4.74089  6.95998  19.25238
C  4.03075  2.41020  25.90062
C  -4.70078  10.61402  23.07784
C  -5.06568  11.42014  19.38426
C  -1.88566  7.82575  21.53050
C  3.08947  12.29153  19.28530
C  -1.89044  7.88956  14.86505
C  6.48641  5.03908  26.88429
C  -1.70501  2.25803  18.39257
C  2.02517  5.20416  17.40925
C  -5.01533  7.72829  17.94414
C  -6.21750  10.01574  26.96028
C  5.66899  4.42828  22.68111
C  1.63234  5.14525  27.71181
C  -0.38495  2.07329  19.13055
C  3.85747  3.78606  13.11023
C  -0.41751  17.84241  17.25083
C  0.71714  8.91304  18.38573
C  0.03914  14.44226  16.93534
H  -2.84224  8.57196  27.44278
H  1.07252  5.08453  17.92523
H  2.84056  5.35325  18.11707
H  1.67513  7.80805  27.92894
H  5.41239  9.63953  17.16912
H  -1.73484  12.88569  14.40543
H  5.30815  4.50839  21.65569
H  3.73422  8.42505  22.25417
H  -2.23561  8.70164  15.50497
H  2.25438  4.68130  14.05003
H  -3.96564  6.19387  19.24005
H  -0.29967  5.02986  21.77477
H  1.02239  14.71275  16.55042
H  1.64491  8.52316  17.96703
H  -5.49395  6.99378  17.29643
H  -0.03574  3.66124  23.00094
H  -4.59086  7.69713  20.04118
H  1.43388  9.23537  25.44467
H  3.10771  3.06527  12.78402
H  -5.27650  11.47995  22.75101
H  1.91131  12.52860  13.93546
H  0.42384  1.94609  18.41098
H  -4.02634  7.77138  17.48792
H  1.22047  5.08209  22.58031
H  -0.04010  18.80910  17.58427
H  -5.76026  12.13542  18.94377
H  2.38897  5.87156  27.41500
H  -0.62417  14.86207  16.17911
H  5.65295  5.32533  27.52577
H  3.18349  11.39830  13.71482
H  1.94447  4.12523  27.48763
H  2.63571  8.25868  23.73900
H  2.60503  11.43574  19.75546
H  0.00914  8.08779  18.46179
H  -2.35219  7.67623  20.55681
H  -4.46450  9.91758  22.27333
H  4.74666  3.17124  13.24955
H  1.99906  6.05693  16.73087
H  0.22334  12.28292  16.59148
H  7.10067  5.89380  27.16752
H  -7.27205  10.11389  26.70260
H  6.99460  4.19949  27.35857
H  4.02069  2.14421  26.95762
H  -0.44552  1.19470  19.77281
H  -2.40807  2.71096  19.09161
H  -1.96501  1.30129  17.93965
H  -5.63144  6.39278  19.52312
H  -1.49769  17.71586  17.32357
H  1.86018  7.54391  25.54690
H  0.58533  9.07077  27.83266
H  -2.33167  10.19308  27.56925
H  4.06723  11.97817  19.65121
H  0.26173  8.08852  25.21369
H  1.94047  11.04830  14.87240
H  4.99678  2.12908  25.48126
H  -1.52753  9.20822  26.39405
H  -1.73034  2.96451  17.56290
H  -2.67985  8.07979  22.23251
H  6.13046  5.36802  22.98450
H  -1.68442  12.87866  12.73799
H  -5.64471  10.90262  26.68926
H  0.25232  9.71213  17.80824
H  3.26595  1.85845  25.35405
H  -6.07406  10.02810  28.04074
H  3.71695  5.65810  14.35885
H  2.53568  7.16740  22.68499
H  2.77144  13.11655  19.92271
H  0.14344  12.80970  18.23475
H  3.99734  4.38675  12.21150
H  4.08089  9.07470  18.16683
H  -5.58997  10.67131  19.97795
H  -0.02956  17.68063  16.24513
H  -2.58818  7.86706  14.02793
H  -1.59795  6.85555  21.93552
H  6.41865  3.64681  22.55692
H  -4.20498  11.88755  19.86262
H  -0.26657  12.36935  13.58930
H  -1.48150  10.48944  12.46706
H  4.32803  8.38626  16.48115
H  -1.74402  6.98287  15.45204
H  -3.75655  10.93146  23.52029
H  -2.62868  10.22688  13.77130
H  -1.33447  12.85436  17.26133
H  1.53843  5.10924  28.79716

Forces on the atoms, in the same order (eV/Å):
S 0.7 0.0 -3.4
S -1.0 1.6 1.6
S -0.3 -0.9 -0.6
S 0.0 0.3 0.7
S -0.7 -1.0 0.1
S 0.4 -1.2 -2.9
P 1.5 0.3 -0.3
P -1.2 -0.8 -1.8
P 3.1 -0.3 0.6
P 1.2 0.1 0.7
O -0.5 2.9 2.2
O -3.1 -1.1 -1.1
O -0.6 -1.0 1.1
O -0.1 -1.0 -0.6
O 0.8 0.1 0.2
O -2.2 1.0 -0.4
O 0.0 0.2 -1.2
O 1.8 -2.0 0.4
O -1.5 -1.2 2.2
O -0.4 -0.1 -0.5
O 1.2 -0.4 -1.0
O -1.8 1.0 0.3
O 0.5 1.5 1.9
O -0.6 -1.1 2.6
O -0.8 -1.7 3.5
O 0.3 -0.3 0.8
O -0.7 0.6 3.7
O 1.9 -0.8 0.2
O -1.9 4.4 -1.4
O 1.3 2.4 -2.2
O -0.4 0.4 -2.7
O -1.9 -1.3 0.4
O 0.3 3.0 -1.2
O -0.2 -2.5 0.4
O 1.1 0.9 -0.6
O 2.0 0.6 1.4
O 0.6 -0.8 3.6
O -0.3 1.6 -3.0
O -0.1 0.5 1.3
O -0.8 0.2 0.1
O -0.3 -0.6 -0.6
O -0.4 1.2 -0.9
O 1.9 -1.2 -1.8
O -1.0 0.7 -0.3
C -0.9 -1.0 -2.2
C 1.7 0.0 -1.0
C -0.6 -0.8 -0.2
C 1.3 0.5 0.1
C -1.1 -0.9 1.5
C 1.6 -0.3 0.8
C -1.1 0.3 -0.1
C 0.2 -1.2 -2.5
C 1.5 0.5 0.0
C -0.1 -0.9 -1.3
C 0.2 -0.5 0.6
C -1.7 0.8 0.6
C -0.3 -0.7 0.7
C 1.9 -0.3 0.2
C 0.7 -0.9 -0.8
C -1.0 -0.8 1.4
C 0.5 -2.0 3.4
C -0.7 0.8 0.1
C -0.8 0.1 1.3
C 0.1 0.1 -0.3
C 1.1 -0.8 -0.3
C 3.4 -0.3 0.1
C 0.6 1.4 0.5
C 0.6 0.1 -1.0
C -0.5 -0.4 0.5
C -1.2 -0.1 -0.5
C -0.2 0.1 -0.7
C 1.9 -1.0 1.0
C -1.0 -0.3 1.9
C -0.2 1.0 -2.0
H -0.6 -0.3 -0.8
H 0.2 -0.1 0.0
H -0.2 -0.1 0.1
H 0.3 0.0 -0.2
H 0.3 -0.4 0.1
H -0.1 -0.7 0.5
H -0.7 0.3 0.3
H -0.4 0.4 0.0
H -0.3 -0.3 0.5
H -0.1 0.3 0.6
H 0.4 0.5 -0.5
H -0.3 -0.1 0.4
H 0.4 -0.6 0.5
H 0.1 0.5 0.3
H -1.4 1.3 -0.4
H 0.1 0.8 0.5
H 0.4 -0.3 0.2
H 0.3 0.4 1.1
H -0.3 0.0 0.4
H -0.3 -0.3 0.2
H 0.0 0.4 0.3
H 0.4 0.4 0.3
H 0.1 0.2 -0.3
H 0.0 -0.6 0.5
H -0.3 0.0 0.1
H 0.3 -0.2 -0.2
H -0.2 -0.1 -0.3
H -0.2 -0.5 -0.6
H -0.7 -0.6 -0.2
H 0.2 -0.1 0.0
H -0.3 0.3 -0.7
H 0.9 1.3 0.1
H -1.1 -0.2 -0.4
H 0.0 -0.1 -0.4
H 0.7 0.5 -0.3
H -0.1 0.3 -0.4
H 0.2 0.5 0.5
H -0.1 -0.3 -0.3
H -0.1 0.3 -0.3
H 0.6 0.4 -1.7
H 0.2 -0.1 -0.1
H -0.2 -0.3 -0.4
H 0.0 -0.5 -0.1
H 0.1 0.0 -0.1
H -0.4 -0.8 0.1
H -0.6 0.0 0.4
H -0.2 0.1 0.2
H 0.3 -0.1 0.3
H 0.0 0.0 0.1
H -1.3 -0.3 0.1
H -0.4 0.5 -0.3
H 0.9 0.8 -1.0
H -0.3 -0.3 0.3
H 0.1 0.2 0.6
H 0.1 0.6 -0.1
H -0.1 -0.4 0.3
H 0.8 0.1 -0.1
H -0.1 0.5 -0.1
H 0.0 -0.1 -0.1
H -0.2 -0.5 -0.5
H -0.3 0.3 -0.5
H 0.4 0.0 0.2
H -0.1 0.2 0.0
H -0.3 -0.6 0.1
H 0.2 -0.1 -0.1
H -0.2 -0.2 -1.5
H -0.1 0.7 -1.0
H -0.1 -0.1 0.1
H 0.2 0.3 0.1
H 0.0 -0.5 0.0
H 0.2 0.3 0.3
H -0.2 -0.2 0.0
H 0.2 -0.5 0.0
H 0.5 -0.1 -0.3
H 0.1 -0.1 0.8
H -0.3 0.1 0.3
H -0.1 -0.3 0.1
H 0.3 -0.5 0.1
H 0.0 -0.2 0.3
H 0.0 0.0 -0.5
H 0.3 0.6 -0.7
H -0.8 1.4 -0.2
H 0.0 -0.2 0.0
H -0.2 0.5 0.1

SMILES string = CCOS(C)(=O)=O.CCOS(C)(=O)=O.CCOS(C)(=O)=O.CCOS(C)(=O)=O.CCOS(C)(=O)=O.CCOS(C)(=O)=O.COP(=O)(OC)OC.COP(=O)(OC)OC.COP(=O)(OC)OC.COP(=O)(OC)OC
HOMO energy = -10.2380 eV
gap between HOMO and LUMO = 10.34 eV
energy relative to the best compared isomer or geometry (same formula, charge and spin) = 0.0 kJ/mol
net charge = 0

Atom charges from the Mulliken analysis, given in e for atoms 1 to 5:
1. S 0.965
2. S 1.167
3. S 1.100
4. S 1.097
5. S 1.061